Record 1
{
  "formula": "C7H12BNO4",
  "method": "ωB97M-V/def2-TZVPD",
  "lumo_ev": 0.26,
  "multiplicity": 1,
  "smiles": "COC1=CC=N[C@@](OC)(B(O)O)C1",
  "charge": 0,
  "relative_energy_ev": 3.757,
  "gap_ha": 0.3061,
  "species": ["C", "O", "C", "C", "C", "N", "C", "O", "C", "B", "O", "O", "C", "H", "H", "H", "H", "H", "H", "H", "H", "H", "H", "H", "H"],
  "xyz": [[3.483127, -0.983601, 0.561255], [2.543831, -1.451439, -0.489528], [1.332406, -0.890743, -0.688866], [0.513742, -1.405955, -1.612615], [-0.808595, -0.817866, -2.010331], [-1.375048, 0.076645, -1.282291], [-0.775543, 0.644445, -0.135184], [-0.929806, 2.024318, -0.039243], [-2.207947, 2.546968, -0.146560], [-1.400858, -0.104400, 1.126499], [-0.663195, -0.599247, 2.109680], [-2.776385, -0.303658, 1.170833], [1.004728, 0.401596, 0.035671], [3.866661, -0.095120, 0.271835], [4.374200, -1.659235, 0.386391], [2.870176, -1.075664, 1.426829], [0.968804, -2.270741, -2.017550], [-1.192109, -1.359699, -2.923089], [-2.497894, 2.341254, -1.093397], [-2.079847, 3.550240, -0.149370], [-2.821606, 2.176489, 0.554268], [-1.164366, -0.938540, 2.919418], [-3.050786, -1.158502, 1.498772], [1.242249, 0.237782, 1.030646], [1.544061, 1.114671, -0.504071]],
  "forces_ev_per_angstrom": [[-1.122, -3.969, -2.217], [0.718, -0.243, -0.194], [-0.428, 1.419, 0.632], [-0.206, 0.472, 0.308], [1.829, -0.967, 1.483], [-0.303, -0.228, -2.433], [3.379, -1.189, 1.295], [2.170, 0.002, 0.359], [2.188, -0.757, -0.982], [-1.994, -0.218, -0.708], [0.737, -1.175, 3.020], [0.101, 0.448, -0.616], [-4.012, -2.043, -2.406], [0.636, 3.443, -0.262], [-1.317, 0.212, 0.997], [0.689, 0.210, 1.306], [-0.293, -0.955, -1.130], [-0.493, 1.271, 1.036], [-1.825, -0.938, -2.945], [0.180, 3.306, 0.699], [-2.555, -1.104, 2.588], [0.946, 0.725, -1.879], [-0.093, -0.107, 0.344], [0.313, 0.584, 1.974], [0.753, 1.801, -0.270]],
  "mulliken_charge": [-0.759, -0.461, 0.859, -0.604, -0.192, -0.587, 0.566, -0.435, -1.057, 0.692, -0.589, -0.582, -1.380, 0.328, 0.246, 0.360, 0.412, 0.306, 0.448, 0.377, 0.297, 0.316, 0.284, 0.561, 0.594]
}

=====

Record 2
{
  "formula": "C7H12Br3Cl2N4O2S",
  "method": "ωB97M-V/def2-TZVPD",
  "lumo_ev": -3.47,
  "multiplicity": 1,
  "charge": 1,
  "relative_energy_ev": 0.000,
  "gap_ha": 0.3436,
  "species": ["C", "C", "Cl", "C", "Cl", "N", "C", "N", "C", "N", "S", "C", "O", "O", "N", "H", "H", "H", "H", "H", "H", "H", "H", "H", "H", "H", "C", "Br", "Br", "Br", "H"],
  "xyz": [[-4.755313, -0.154559, 1.092540], [-3.481612, -0.637744, 0.390048], [-3.714133, -2.293611, -0.255663], [-3.088395, 0.214896, -0.820126], [-3.143116, 1.968344, -0.457748], [-1.812801, -0.140815, -1.394605], [-0.643585, -0.028254, -0.782524], [0.548800, -0.367179, -1.300000], [1.439180, -0.110208, -0.370222], [0.856666, 0.395695, 0.725907], [1.400298, 0.983614, 2.260090], [3.019787, 0.336363, 2.484782], [0.509080, 0.381685, 3.199211], [1.368180, 2.402464, 2.209213], [-0.478970, 0.455778, 0.459034], [-5.246805, 0.658385, 0.568687], [-5.466799, -0.967038, 1.196023], [-4.509699, 0.167452, 2.101294], [-2.686966, -0.713718, 1.125979], [-3.833998, 0.025210, -1.585120], [-1.810772, -0.463503, -2.348580], [2.514963, -0.268567, -0.465099], [3.739646, 1.066332, 2.125157], [3.100345, 0.273422, 3.568367], [3.134151, -0.646331, 2.037816], [-1.117368, 0.835158, 1.144932], [4.723542, -0.692967, -3.453282], [5.508816, -2.437248, -3.374947], [4.415819, 0.013863, -1.666813], [5.757906, 0.530808, -4.496498], [3.753152, -0.787728, -3.917853]],
  "forces_ev_per_angstrom": [[0.025, -0.167, 0.157], [-0.489, 0.055, 0.106], [0.196, -0.076, -0.014], [-0.087, -0.177, -0.014], [0.168, 0.037, 0.145], [-0.284, -0.026, -0.099], [0.065, 0.238, 0.311], [0.212, -0.311, -0.444], [-0.288, 0.084, 0.123], [0.504, -0.245, -0.126], [-0.767, 0.864, 2.136], [0.102, 0.246, -0.429], [-0.040, -0.650, -0.540], [0.579, -0.021, -0.766], [-0.056, 0.004, 0.163], [-0.001, 0.060, -0.066], [0.000, -0.094, -0.061], [-0.035, 0.221, 0.001], [0.193, -0.051, -0.098], [-0.029, 0.151, -0.089], [0.226, -0.055, -0.033], [-0.626, -0.013, 0.105], [0.046, -0.065, -0.209], [-0.087, -0.087, 0.077], [-0.016, -0.075, 0.011], [-0.099, 0.069, -0.077], [0.047, -0.105, -0.163], [-0.012, 0.031, 0.031], [0.605, 0.141, -0.233], [-0.010, -0.003, 0.050], [-0.042, 0.021, 0.045]],
  "mulliken_charge": [-1.209, 0.325, -0.153, -0.698, -0.105, -0.078, 0.484, -0.563, 0.458, -0.083, 1.230, -0.974, -0.627, -0.588, -0.016, 0.352, 0.391, 0.322, 0.292, 0.559, 0.240, -0.108, 0.366, 0.392, 0.385, 0.337, -0.365, 0.039, 0.024, 0.034, 0.337]
}

=====

Record 3
{
  "formula": "C7H12BrN6O5Re",
  "method": "ωB97M-V/def2-TZVPD",
  "lumo_ev": [-6.02, -5.60],
  "s2": 0.756,
  "multiplicity": 2,
  "charge": 1,
  "relative_energy_ev": 0.525,
  "gap_ha": [0.2518, 0.2615],
  "species": ["Re", "O", "C", "C", "N", "C", "C", "O", "O", "C", "C", "O", "O", "H", "H", "H", "H", "H", "H", "H", "H", "H", "N", "N", "N", "C", "N", "N", "H", "H", "H", "Br"],
  "xyz": [[0.307100, -0.043200, 0.059600], [1.657300, 1.231200, 1.551000], [0.810800, 1.966700, 2.443400], [-0.490200, 1.190200, 2.664200], [-1.155300, 0.887500, 1.379800], [-1.635800, 2.118000, 0.727100], [-0.519400, 2.699700, -0.205600], [-0.367400, 3.885400, -0.322600], [0.168400, 1.777400, -0.764700], [-2.263200, -0.063000, 1.537400], [-2.517600, -0.774600, 0.157500], [-3.587600, -1.241400, -0.092000], [-1.469900, -0.789800, -0.599500], [2.328600, 1.818300, 1.176200], [0.610600, 2.967700, 2.046600], [1.322000, 2.064800, 3.408000], [-1.147300, 1.782400, 3.309200], [-0.254400, 0.248600, 3.168100], [-1.952500, 2.883200, 1.441800], [-2.472700, 1.884000, 0.062400], [-3.191500, 0.406000, 1.874100], [-1.990600, -0.853500, 2.243800], [4.297900, 0.742000, -3.134300], [3.224200, 0.103000, -2.686300], [2.738900, -0.954500, -3.283600], [1.758600, -1.332000, -2.489600], [1.668500, -0.502000, -1.441900], [2.614500, 0.405500, -1.583600], [4.532600, 0.542900, -4.097900], [4.404100, 1.694600, -2.814500], [1.126500, -2.179600, -2.666800], [0.745500, -2.059200, 1.329600]],
  "forces_ev_per_angstrom": [[-3.105, 0.609, 1.118], [0.230, -0.636, -1.022], [-0.588, 0.263, 0.651], [0.716, 0.200, 0.207], [0.248, -0.332, 0.282], [0.486, 0.817, -0.938], [-2.336, 1.991, 2.217], [0.173, -0.436, -0.308], [1.813, -3.060, -0.820], [-0.595, -0.923, -0.639], [-1.377, 0.938, 2.631], [0.270, -0.135, -0.352], [3.320, 0.161, -2.194], [0.045, -0.091, 0.022], [0.097, -0.138, 0.004], [-0.099, 0.032, -0.183], [0.021, -0.059, -0.029], [-0.141, 0.062, -0.131], [0.025, -0.221, -0.027], [0.008, -0.066, 0.161], [0.178, 0.055, -0.022], [0.058, 0.184, -0.020], [1.400, 0.553, -0.256], [-1.590, -0.609, 0.909], [0.230, -0.553, -0.734], [-0.012, 0.182, 0.066], [-0.021, -0.144, -0.533], [1.021, 0.798, 0.031], [-0.293, -0.043, 0.103], [-0.281, -0.100, -0.021], [-0.120, -0.099, -0.011], [0.221, 0.799, -0.161]],
  "mulliken_spin": [0.940, -0.002, 0.005, 0.002, -0.031, 0.004, 0.009, -0.002, 0.002, -0.005, 0.012, -0.004, -0.013, 0.000, 0.000, 0.001, 0.003, 0.000, 0.000, 0.000, 0.003, -0.001, 0.008, 0.010, -0.002, 0.017, -0.046, 0.009, 0.000, 0.000, 0.002, 0.081]
}